C54H52N4O3P2SiYb | ωB97M-V with the def2-TZVPD basis set

Structure (ORCA input):
```
! wB97M-V def2-TZVPD RIJCOSX def2/J DEFGRID3
* xyz 1 2
Yb -0.839 -0.134 0.867
O -2.398 -5.071 -2.076
C -1.333 -5.324 -1.343
C -0.731 -6.591 -1.613
C 0.438 -6.932 -0.994
C 1.094 -6.076 -0.093
C 0.506 -4.840 0.126
C -0.670 -4.421 -0.449
C -1.161 -3.084 -0.054
O -0.457 -2.294 0.708
N -2.402 -2.778 -0.470
N -2.626 -1.464 -0.068
C -3.808 -0.903 -0.195
C -4.028 0.430 0.371
C -5.251 1.022 0.268
C -5.499 2.258 0.966
C -4.393 2.847 1.589
C -3.219 2.161 1.684
N -3.007 0.961 1.067
H -2.624 -4.115 -2.003
H -1.134 -7.203 -2.404
H 0.903 -7.889 -1.146
H 1.919 -6.280 0.569
H 0.954 -4.164 0.833
H -4.600 -1.485 -0.709
H -6.101 0.523 -0.249
H -6.434 2.734 0.866
H -4.516 3.827 2.040
H -2.374 2.511 2.256
C -1.224 -0.097 5.662
Si -0.817 -1.090 4.097
C -2.462 -1.667 3.344
C 0.066 -2.705 4.501
N 0.041 -0.156 2.887
C 1.370 0.268 3.126
C 1.909 0.347 4.425
C 3.175 0.916 4.615
C 3.997 1.297 3.564
C 3.467 1.096 2.272
C 2.193 0.600 2.109
O 1.616 0.369 0.788
C 2.559 0.240 -0.283
C 3.265 1.552 -0.595
C 4.089 1.624 -1.666
C 4.206 0.386 -2.582
C 3.674 -1.742 -2.347
C 2.770 -1.837 -1.064
H -0.383 0.140 6.309
H -1.980 -0.670 6.285
H -1.660 0.846 5.467
H -2.989 -2.288 4.073
H -2.377 -2.276 2.406
H -3.291 -0.990 3.147
H -0.364 -3.126 5.419
H 1.158 -2.738 4.520
H -0.256 -3.357 3.678
H 1.300 0.057 5.273
H 3.475 1.002 5.628
H 4.926 1.808 3.732
H 4.071 1.442 1.470
H 3.111 2.494 0.051
H 4.614 2.530 -1.908
H 4.554 0.683 -3.575
H 3.671 -2.649 -2.992
H 2.177 -2.757 -0.921
C -0.050 0.990 -2.799
C 0.306 2.314 -2.087
P -0.556 2.530 -0.448
C 0.274 4.033 0.245
C 0.519 5.191 -0.471
C 1.119 6.311 0.101
C 1.492 6.248 1.461
C 1.356 5.023 2.120
C 0.771 3.962 1.501
C -2.135 3.285 -1.059
C -3.000 2.694 -1.998
C -4.192 3.236 -2.424
C -4.609 4.431 -1.828
C -3.782 5.069 -0.920
C -2.597 4.423 -0.472
P 0.184 -0.499 -1.773
C -0.349 -1.836 -2.871
C -1.508 -1.617 -3.622
C -1.851 -2.460 -4.666
C -1.155 -3.632 -4.891
C -0.034 -3.887 -4.085
C 0.393 -2.997 -3.139
C 1.989 -0.573 -1.504
C 3.352 -1.088 0.121
C 4.807 -1.149 0.304
C 5.626 -1.026 -0.761
C 4.975 -0.894 -2.160
C 2.928 -0.445 -2.742
H 0.363 0.867 -3.791
H -1.125 1.013 -3.036
H 0.127 3.099 -2.790
H 1.387 2.341 -1.841
H 0.210 5.290 -1.486
H 1.236 7.220 -0.466
H 1.920 7.077 2.083
H 1.540 4.920 3.186
H 0.755 3.004 2.100
H -2.724 1.735 -2.443
H -4.817 2.760 -3.161
H -5.545 4.949 -2.111
H -3.942 6.057 -0.559
H -1.985 4.901 0.259
H -2.177 -0.812 -3.395
H -2.749 -2.254 -5.283
H -1.459 -4.229 -5.779
H 0.599 -4.730 -4.344
H 1.253 -3.319 -2.548
H 2.874 -1.416 1.027
H 5.222 -1.408 1.276
H 6.735 -1.041 -0.675
H 5.756 -1.007 -2.920
H 2.414 -0.432 -3.698
*
```

Values from the calculation:
orbital gap (alpha / beta)	6.404 / 6.411	eV
E_LUMO (alpha / beta)	-3.343 / -3.341	eV
HOMO energy (alpha / beta)	-0.3582 / -0.3584	Ha